No. 1
60
Properties=species:S:1:pos:R:3:forces:R:3:nbo_charge:R:1 method="wB97M-V/def2-TZVPD" e_tot_ha=-7900.15818 spin_multiplicity=2 largest_force_ev_per_a=1.0 charge=-1
Te 2.558 1.213 -0.547 -0.21 -0.06 -0.18 0.15
Br 1.041 -0.211 4.861 0.03 -0.01 -0.07 0.09
Ti 0.762 0.036 1.145 0.07 -0.10 0.29 1.50
Cl 5.255 -4.891 2.247 -0.06 0.06 -0.04 0.02
Cl 1.424 -4.075 -1.537 0.03 -0.01 0.04 -0.01
Cl 4.419 -2.145 3.598 0.02 -0.04 -0.03 0.03
Cl 3.786 -5.825 -0.363 -0.03 0.03 0.02 0.02
S -3.200 2.654 -5.179 -0.08 0.04 -0.06 0.83
S -1.331 -1.450 2.251 0.18 -0.06 -0.05 -0.23
O 0.911 -1.615 0.139 0.35 -0.50 -0.24 -0.76
O 2.205 -0.775 2.097 0.47 -0.74 0.14 -0.74
O -0.851 4.528 4.984 -0.01 0.03 -0.12 -0.68
N -1.279 -3.548 0.597 0.03 -0.15 0.23 -0.80
N -1.993 -1.566 -0.305 -0.06 -0.07 -0.02 -0.58
N -0.612 0.992 0.071 -0.54 0.72 -0.47 -0.78
N -3.193 2.955 -3.587 0.00 0.00 0.04 -0.67
N 1.262 0.201 -1.924 0.23 0.23 0.00 -0.55
N 0.587 1.385 2.577 -0.40 0.44 0.29 -0.76
N -1.960 1.617 -5.273 0.06 0.01 0.02 -0.61
C 0.463 1.354 3.940 0.13 -0.08 -0.32 0.22
C -0.532 3.666 2.772 0.10 0.02 -0.11 -0.36
C 1.937 -0.589 -2.813 -0.13 -0.02 0.10 0.04
C 3.983 -3.932 1.568 -0.01 0.02 0.01 -0.09
C -1.956 -2.052 -1.672 0.07 -0.01 0.03 -0.44
C -0.334 0.694 -3.656 -0.15 0.13 -0.06 0.00
C 0.021 0.725 -2.280 0.07 0.03 0.20 0.09
C -2.200 2.239 -3.061 0.04 -0.05 0.21 0.20
C -2.326 2.793 0.605 -0.05 -0.16 0.03 -0.22
C -0.835 1.292 -1.275 0.32 -0.13 0.17 0.17
C -1.872 2.137 -1.673 -0.36 0.18 -0.18 -0.16
C 0.398 -0.046 -4.556 0.05 -0.08 -0.07 -0.23
C -0.497 3.545 4.095 0.02 -0.14 0.28 0.33
C 3.325 -4.354 0.421 -0.03 0.05 0.00 -0.13
C 2.278 -3.581 -0.107 0.07 -0.24 -0.09 -0.05
C 1.526 -0.772 -4.093 -0.09 0.06 -0.09 -0.30
C 2.607 -1.954 1.644 0.04 0.38 0.15 0.32
C -1.538 -2.240 0.741 -0.24 0.22 -0.07 0.40
C -1.290 1.844 1.110 0.35 0.33 -0.16 -0.10
C -1.492 1.481 -4.047 0.21 -0.16 0.14 0.07
C -2.613 2.896 -0.688 0.00 -0.05 -0.18 -0.21
C 3.622 -2.721 2.181 0.13 -0.09 0.04 -0.13
C 1.908 -2.402 0.507 -0.31 0.07 -0.02 0.22
C -0.043 2.320 4.723 -0.12 0.28 0.02 -0.43
C -0.120 2.531 1.882 -0.26 -0.20 0.24 -0.05
H -0.924 -2.156 -2.027 -0.03 0.00 0.03 0.22
H -2.473 -3.010 -1.752 -0.02 0.00 0.00 0.20
H -2.470 -1.332 -2.304 0.01 0.00 -0.01 0.23
H -0.813 -3.973 1.382 0.01 0.00 -0.06 0.42
H -3.389 3.561 -1.048 0.00 -0.03 0.02 0.22
H -1.764 1.190 1.847 -0.06 -0.11 -0.01 0.23
H -1.133 5.298 4.477 0.01 -0.04 0.04 0.47
H -1.987 -0.562 -0.166 0.01 -0.03 -0.05 0.45
H -0.831 4.591 2.290 0.01 -0.01 0.01 0.21
H 2.842 -1.042 -2.428 -0.01 -0.01 0.04 0.22
H 0.544 2.922 1.109 0.12 -0.01 -0.03 0.22
H -0.088 2.210 5.794 -0.03 0.01 0.00 0.24
H 0.095 -0.063 -5.594 0.03 -0.01 0.02 0.22
H -2.872 3.347 1.358 0.01 0.02 -0.02 0.21
H -1.035 -3.904 -0.315 0.01 0.00 -0.01 0.40
H 2.086 -1.429 -4.743 -0.02 0.00 0.00 0.22

No. 2
35
Properties=species:S:1:pos:R:3:forces:R:3:nbo_charge:R:1 method="wB97M-V/def2-TZVPD" e_tot_ha=-1400.84146 spin_multiplicity=6 largest_force_ev_per_a=7.6 charge=+2
Ir 0.000 0.001 0.372 0.57 0.78 -2.20 1.13
I -0.210 2.229 1.660 0.36 2.73 -0.25 0.43
F 0.123 -1.368 4.255 -0.24 2.30 -1.64 -0.54
F -1.245 0.565 4.282 1.92 -0.58 -1.84 -0.54
F 0.000 0.001 2.372 0.02 -1.81 1.41 -0.55
F 1.125 0.777 4.281 -1.97 -0.99 -1.84 -0.54
N 0.053 -1.763 -0.704 1.15 -1.39 -0.55 -0.54
N -1.901 0.033 -0.610 -1.72 0.70 -0.22 -0.52
C -1.124 -3.205 -2.225 -0.07 -0.64 -0.41 -0.08
C 4.742 3.278 0.939 -0.01 0.02 0.08 -0.61
C -3.332 -1.168 -2.117 -0.71 -0.01 -0.41 -0.08
C 1.058 -3.812 -1.454 -0.50 -0.93 -0.80 -0.08
C -2.839 0.989 -0.507 1.72 -0.66 0.50 0.15
C -0.065 -4.103 -2.228 0.18 0.02 0.11 -0.13
C 3.558 4.177 1.310 0.13 0.07 -0.08 -0.60
C -4.300 -0.176 -2.008 0.00 0.07 0.03 -0.14
C -2.134 -1.042 -1.406 1.29 -0.76 0.18 0.21
C -4.049 0.923 -1.187 -0.86 -0.42 -0.71 -0.08
C -1.052 -2.038 -1.458 -0.75 1.14 0.37 0.22
C 1.076 -2.639 -0.713 -0.68 1.62 0.70 0.16
B 0.000 0.001 3.782 0.30 -1.17 7.51 1.35
H 1.926 -2.370 -0.097 0.01 -0.08 -0.05 0.26
H -2.578 1.816 0.149 -0.22 -0.09 -0.15 0.25
H -3.509 -2.030 -2.750 -0.05 0.13 0.07 0.26
H 4.436 2.482 0.252 0.07 0.09 0.02 0.18
H 1.913 -4.479 -1.421 -0.06 0.04 0.00 0.29
H -2.009 -3.408 -2.817 0.14 -0.05 0.05 0.26
H 3.235 4.779 0.454 0.04 -0.07 0.11 0.20
H 5.172 2.803 1.828 -0.08 0.07 -0.16 0.21
H 2.699 3.584 1.643 0.09 0.04 0.08 0.16
H 5.537 3.851 0.450 -0.16 -0.11 0.11 0.22
H -0.115 -5.010 -2.821 0.02 0.10 0.07 0.29
H -5.234 -0.262 -2.554 0.11 0.02 0.07 0.29
H -4.776 1.720 -1.072 0.04 -0.07 0.00 0.29
H 3.821 4.865 2.120 -0.09 -0.13 -0.17 0.23

No. 3
22
Properties=species:S:1:pos:R:3:forces:R:3:nbo_charge:R:1 method="wB97M-V/def2-TZVPD" e_tot_ha=-950.82839 largest_force_ev_per_a=7.3 smiles="C=NCCO[C@H](C)S(=O)(=O)O"
S -1.227 1.277 -0.569 1.61 -0.96 1.62 2.33
O -1.696 0.962 0.756 -0.20 1.28 -0.32 -0.94
O 1.039 0.089 -0.073 -1.30 0.17 -3.77 -0.51
O -2.198 1.339 -1.602 0.07 1.13 -0.61 -0.89
O -0.236 2.641 -0.431 -2.68 -0.56 -0.24 -0.92
N -0.274 -2.125 0.990 -0.52 2.28 0.89 -0.41
C -1.328 -1.478 1.313 -0.63 -4.35 -1.58 -0.04
C -0.054 -0.043 -0.976 2.88 6.71 -0.20 -0.18
C 0.535 0.433 -2.306 1.53 0.40 -1.46 -0.65
C 0.957 -1.456 1.547 -0.08 -3.43 2.39 -0.30
C 0.927 -0.025 1.269 1.43 0.15 2.44 -0.11
H 1.227 -1.678 2.653 -0.96 0.21 -1.47 0.19
H 0.238 0.109 -3.328 -0.38 -0.73 1.19 0.24
H -2.234 -1.849 0.811 0.03 0.43 0.19 0.17
H 0.172 0.522 1.840 -0.45 -0.13 -0.74 0.21
H 1.651 -2.047 0.975 1.29 0.71 -0.08 0.21
H 0.721 2.610 -0.477 0.28 -0.94 -0.13 0.52
H -1.485 -0.911 2.160 0.11 1.82 1.51 0.16
H 1.597 0.349 -2.238 0.86 -0.66 0.00 0.24
H 0.450 1.462 -2.399 -0.32 2.24 -0.18 0.21
H -0.620 -0.646 -1.509 -3.08 -5.62 0.15 0.25
H 1.838 0.465 1.594 0.50 -0.15 0.40 0.20